1.
Molecular formula: C10H24N6O6SY
Method: DFT, ωB97M-V/def2-TZVPD

Positions of all 48 atoms, in Å:
O (-2.5667, 4.2730, -2.3135)
H (-2.2220, 5.0250, -2.8161)
Y (-0.2070, 0.3973, -0.2194)
N (-0.8526, -1.6429, -0.2165)
N (-2.0474, 0.6671, 0.1462)
N (1.8274, -0.2912, 0.0140)
N (0.6486, 2.0627, 0.1019)
O (-0.1319, -2.7617, -0.4740)
O (2.4552, -1.5743, -0.0635)
O (-0.0168, 3.2690, 0.2052)
O (-2.5049, 1.8330, 0.6332)
C (-2.8485, -0.4759, 0.2622)
C (-2.2255, -1.6981, 0.0894)
C (2.6122, 0.7193, 0.2828)
C (1.9333, 2.0337, 0.3737)
C (-2.8351, -3.0600, 0.1488)
H (-2.3271, -3.6694, 0.9064)
H (-2.7338, -3.5748, -0.8136)
H (-3.8985, -3.0566, 0.4051)
C (-4.3076, -0.2634, 0.5706)
H (-4.7449, 0.4214, -0.1631)
H (-4.4192, 0.1934, 1.5587)
H (-4.9085, -1.1757, 0.5604)
C (4.0797, 0.5650, 0.4768)
C (2.7314, 3.2611, 0.7442)
H (4.5124, -0.3213, 0.0091)
H (4.3280, 0.5195, 1.5477)
H (4.6240, 1.4208, 0.0524)
H (2.1272, 4.0584, 1.1802)
H (3.2337, 3.6779, -0.1362)
H (3.4986, 3.0263, 1.4892)
H (1.6006, -2.2161, -0.2355)
H (-0.8793, 3.0843, -0.2179)
C (-1.8847, 3.1343, -2.7521)
H (-2.4002, 2.2073, -2.5183)
H (-0.8189, 3.1746, -2.5502)
H (-1.9324, 3.1635, -3.8341)
O (0.3054, -0.3932, -2.3753)
H (1.0378, -0.1551, -1.7345)
H (-0.3264, -0.9775, -1.8626)
N (0.8345, -4.0222, 1.3623)
C (1.4386, -2.8117, 1.2898)
N (2.5053, -2.5514, 2.1444)
S (0.7158, -1.4933, 0.7420)
H (1.3106, -4.7657, 1.8796)
H (-0.1341, -4.2807, 1.0818)
H (2.9172, -1.6203, 2.3445)
H (2.8966, -3.3354, 2.6938)

Summary:
HOMO (spin up / spin down)   -9.610 / -9.604 eV
Total charge   +1
E_LUMO (spin up / spin down)   -4.4 / -4.4 eV

2.
Molecular formula: C10H24NO4
Method: DFT, ωB97M-V/def2-TZVPD

Positions of all 39 atoms, in Å:
O (3.7963, -3.4280, -2.7883)
C (2.7848, -2.3606, -3.0313)
C (3.4757, -0.8577, -3.1830)
C (2.4198, 0.2201, -3.8698)
C (0.9321, 0.2239, -3.1775)
N (-0.0152, -0.8393, -3.6879)
O (-0.5195, -1.5841, -2.6612)
H (3.2245, -4.2624, -2.6435)
H (1.9741, -2.2907, -2.1795)
H (2.2938, -2.6071, -4.0892)
H (4.3995, -0.9806, -3.9248)
H (3.9029, -0.4904, -2.1397)
H (2.8881, 1.2960, -3.6497)
H (2.4197, 0.0983, -5.0397)
H (0.4370, 1.2734, -3.4529)
H (1.0853, 0.0694, -2.0271)
H (0.3822, -1.4817, -4.4079)
H (-0.8549, -0.3479, -4.1082)
H (-0.5889, -2.5500, -2.9205)
C (-2.6532, -1.0354, -0.3904)
C (-2.8319, 0.1440, 0.5278)
O (-3.3888, 1.1720, 0.1460)
C (-2.3028, 0.0168, 1.9314)
H (-3.0831, -0.8009, -1.3700)
H (-1.5891, -1.2494, -0.5176)
H (-3.1705, -1.9067, 0.0189)
H (-1.2231, -0.1503, 1.9077)
H (-2.8045, -0.8077, 2.4442)
H (-2.5021, 0.9437, 2.4796)
C (-0.3449, 1.6104, 6.3995)
C (-1.3232, 2.0874, 5.3596)
O (-2.1966, 1.3438, 4.9156)
C (-1.1916, 3.5096, 4.8839)
H (-0.5597, 0.5655, 6.6473)
H (0.6736, 1.6750, 6.0087)
H (-0.4436, 2.2123, 7.3063)
H (-0.2108, 3.6588, 4.4256)
H (-1.3280, 4.1962, 5.7232)
H (-1.9635, 3.7144, 4.1345)

Summary:
Energy relative to the best compared isomer or geometry (same formula, charge and spin)   415.2 kJ/mol
HOMO   -11.343 eV
Total charge   +1
E_LUMO   -3.9 eV

3.
Molecular formula: C10H24O4
Method: DFT, ωB97M-V/def2-TZVPD

Positions of all 38 atoms, in Å:
C (-4.7331, -1.8748, 0.6720)
C (-3.2785, -2.1813, 0.5197)
C (-3.0199, -3.4585, 1.3143)
O (-4.2420, -4.1411, 1.2555)
C (-5.3234, -3.1882, 1.2334)
H (-5.1573, -1.3855, -0.2048)
H (-4.8152, -1.1695, 1.4990)
H (-2.7593, -1.3510, 0.9984)
H (-2.9003, -2.2162, -0.5019)
H (-2.7622, -3.2963, 2.3609)
H (-2.2559, -4.0485, 0.8080)
H (-5.6718, -3.0831, 2.2609)
H (-6.1241, -3.4665, 0.5481)
C (3.6448, 2.6075, 1.5216)
C (4.8889, 3.3411, 1.3754)
C (5.8833, 2.1724, 1.2163)
O (5.1510, 1.2663, 0.3436)
C (3.7113, 1.6311, 0.3521)
H (2.7731, 3.2577, 1.4486)
H (3.5757, 2.0817, 2.4739)
H (5.1426, 3.9423, 2.2484)
H (4.9515, 3.9986, 0.5082)
H (6.0292, 1.6072, 2.1368)
H (6.8679, 2.4818, 0.8656)
H (3.0912, 0.7381, 0.4303)
H (3.5540, 2.1187, -0.6100)
C (-0.1354, 1.1393, -0.3362)
O (0.7618, 0.4294, -1.1153)
H (-0.4699, 0.4323, 0.4229)
H (0.3632, 2.0131, 0.0832)
H (-1.0361, 1.4154, -0.8845)
H (0.2627, -0.0606, -1.7729)
C (-0.9647, 0.0093, -4.0890)
O (-0.8150, -0.8627, -3.0120)
H (-0.3234, -0.1835, -4.9490)
H (-2.0037, 0.0216, -4.4184)
H (-0.8089, 0.9487, -3.5585)
H (-1.0518, -1.6864, -3.4445)

Summary:
SMILES string   C1CCOC1.C1CCOC1.CO.CO
Energy relative to the best compared isomer or geometry (same formula, charge and spin)   83.8 kJ/mol
HOMO   -9.134 eV
E_LUMO   0.4 eV

> Number 2 is which compound?

C10H24NO4